1.
A structure of composition C19H35InN3O3, computed with wB97M-V/def2-TZVPD.

Geometry as XYZ:
```
61
Properties=species:S:1:pos:R:3
C 1.3219 -2.0247 -0.1248
C 1.1201 -2.4130 -1.2545
C 0.8476 -2.9015 -2.5734
In -0.6590 -1.5928 -3.5916
C -0.2360 0.5704 -3.1325
O 0.6174 0.8046 -1.9934
O -0.1403 0.7864 -0.7981
C -2.7717 -2.0286 -2.8874
C -3.2739 -0.8076 -2.1184
C -4.3796 -1.0436 -1.0869
O -3.7207 0.1927 -3.0351
H 1.3123 -1.4869 0.7944
H 1.7861 -2.8829 -3.1321
H 0.5462 -3.9461 -2.5205
H -0.5976 -1.7985 -5.3757
H 0.3320 0.9726 -3.9731
H -1.1535 1.1572 -3.0738
H -0.2714 -0.1635 -0.6313
H -3.4196 -2.1974 -3.7520
H -2.8029 -2.9313 -2.2798
H -2.4265 -0.4004 -1.5641
H -4.3394 -2.0178 -0.6094
H -4.2430 -0.3105 -0.2881
H -5.3562 -0.8351 -1.5180
H -3.5847 -0.1460 -3.9244
C 2.9938 1.4684 1.2181
C 2.0902 2.4981 1.8849
C 1.3601 1.9463 3.1177
C 0.5008 0.8185 2.7597
N -0.1635 -0.0485 2.4140
H 2.4216 0.6188 0.8442
H 3.5115 1.9118 0.3685
H 3.7462 1.0933 1.9161
H 1.3582 2.8590 1.1614
H 2.6845 3.3601 2.1930
H 0.7377 2.7196 3.5687
H 2.0750 1.6096 3.8704
C -1.3422 -4.0861 4.5864
C -0.3995 -4.6909 3.5520
C -0.4434 -3.9556 2.2082
C -1.7738 -3.9908 1.6060
N -2.7735 -3.9160 1.0521
H -2.3810 -4.1516 4.2607
H -1.2605 -4.6146 5.5376
H -1.1074 -3.0347 4.7613
H -0.6522 -5.7426 3.4008
H 0.6240 -4.6590 3.9310
H 0.2538 -4.4018 1.4988
H -0.1632 -2.9086 2.3404
C 2.1663 3.6170 -1.6500
C 1.2161 4.6629 -1.0855
C 1.9356 5.8384 -0.4099
C 2.7471 5.3938 0.7245
N 3.3773 5.0353 1.6126
H 2.7642 3.1553 -0.8629
H 1.5993 2.8231 -2.1328
H 2.8469 4.0566 -2.3852
H 0.5454 4.1886 -0.3671
H 0.5928 5.0574 -1.8901
H 1.2141 6.5684 -0.0402
H 2.5901 6.3445 -1.1216
```

Summary:
- Charge: -1
- HOMO level: -4.389 eV
- Multiplicity: 1
- E_LUMO: 2.5 eV
- E_tot: -1324.86248 a.u.

=====

2.
A structure of composition C19H36AsN2ORhS2Sb, computed with wB97M-V/def2-TZVPD.

Geometry as XYZ:
```
63
Properties=species:S:1:pos:R:3
Rh 0.1740 0.2447 1.5439
S -1.8175 -0.1217 2.8282
C -1.7984 1.5877 3.0735
S -0.5809 2.4236 2.1596
C -2.6754 2.2233 3.9202
C -3.6193 1.4974 4.6737
N -4.3606 0.8969 5.3091
C -2.6416 3.6224 4.0666
N -2.5846 4.7641 4.1513
C 3.0799 1.7285 1.5976
As 3.0600 0.1285 2.7238
C 4.0548 0.5343 4.3360
C 3.9028 -1.3923 1.8406
O 1.5227 -0.2975 3.1437
H 4.0839 1.9423 1.2398
H 2.7269 2.5605 2.2129
H 2.3884 1.6051 0.7523
H 5.0920 0.7708 4.1038
H 4.0109 -0.3392 4.9912
H 3.5852 1.3817 4.8400
H 4.8810 -1.1203 1.4498
H 3.2589 -1.7653 1.0405
H 4.0162 -2.1817 2.5876
C 2.2470 -1.2947 -1.9838
C 1.1665 -0.3992 -2.5668
C 1.7299 0.9901 -2.8055
C 0.6118 -0.9621 -3.8566
Sb -0.4364 -0.2419 -0.9464
C -1.3069 -2.3512 -0.6405
C -0.3826 -2.9775 0.3928
C -2.7051 -2.1884 -0.0815
C -1.3382 -3.1482 -1.9278
C -1.9871 1.3012 -1.6244
C -2.4485 0.9725 -3.0282
C -1.2852 2.6458 -1.5573
C -3.1493 1.2753 -0.6486
H 3.0884 -1.3517 -2.6725
H 1.8833 -2.3069 -1.8174
H 2.6185 -0.8886 -1.0388
H 2.6092 0.9154 -3.4447
H 2.0347 1.4707 -1.8748
H 1.0126 1.6247 -3.3192
H 1.4018 -0.9704 -4.6064
H -0.1992 -0.3556 -4.2469
H 0.2541 -1.9781 -3.7402
H -0.2974 -2.3420 1.2866
H 0.6164 -3.1493 -0.0089
H -0.7850 -3.9398 0.7088
H -2.7189 -1.5253 0.7861
H -3.0707 -3.1623 0.2457
H -3.3924 -1.8160 -0.8398
H -0.3379 -3.3677 -2.2941
H -1.9025 -2.6297 -2.7010
H -1.8364 -4.1006 -1.7442
H -1.6525 1.1107 -3.7551
H -3.2626 1.6411 -3.3046
H -2.8199 -0.0479 -3.0964
H -0.4525 2.7044 -2.2541
H -0.9231 2.8498 -0.5478
H -1.9862 3.4382 -1.8176
H -3.7614 0.3862 -0.7712
H -3.7859 2.1413 -0.8282
H -2.8098 1.3337 0.3856
```

Summary:
- Charge: +1
- HOMO level (alpha / beta): -10.943 / -10.853 eV
- Multiplicity: 1
- E_LUMO (alpha / beta): -5.5 / -5.1 eV
- E_tot: -4312.91936 a.u.

=====

3.
A cluster of 3 separate species, C19H36FN4O2 in total, computed with wB97M-V/def2-TZVPD.

Geometry as XYZ:
```
62
Properties=species:S:1:pos:R:3
O -3.4058 -5.2265 -0.2835
C -2.5916 -4.4265 -0.7586
O -1.6716 -4.8325 -1.5973
C -2.5650 -2.8746 -0.3684
N -3.8776 -2.2096 -0.5337
F -4.1976 -2.3811 -1.8921
C -1.9839 -2.6857 1.0945
C -1.2397 -1.4537 1.2901
C -0.6378 -1.2543 2.6284
C -0.9168 -2.3731 3.5284
C -1.7170 -3.5337 3.1967
N -2.2542 -3.6836 1.9586
H -1.8459 -2.4068 -1.0977
H -3.7573 -1.1893 -0.4565
H -1.1003 -0.6847 0.4936
H -0.0210 -0.3740 2.8981
H -0.4972 -2.3188 4.5652
H -1.8893 -4.3556 3.9336
C 0.7101 1.9022 5.4247
C 2.1152 2.0929 4.8695
N 2.1393 2.6946 3.5455
C 3.4413 2.6096 2.8968
C 4.6108 3.3603 3.5405
C 1.4560 3.9728 3.4105
C 1.9117 5.1254 4.3091
H 0.0868 1.3339 4.7313
H 0.7555 1.3482 6.3649
H 0.2195 2.8551 5.6333
H 2.5739 1.1011 4.8101
H 2.7087 2.6693 5.5935
H 3.3453 2.9331 1.8557
H 3.7146 1.5505 2.8349
H 4.5401 4.4352 3.3748
H 5.5491 3.0293 3.0876
H 4.6836 3.1729 4.6128
H 0.3885 3.8085 3.5882
H 1.5049 4.2986 2.3669
H 2.0464 4.8183 5.3481
H 1.1560 5.9155 4.3007
H 2.8403 5.5734 3.9557
C -2.2331 0.4987 -6.2709
C -0.9031 -0.2141 -6.0645
N -0.5027 -0.3028 -4.6711
C 0.8830 -0.7144 -4.4943
C 1.2766 -2.1177 -4.9635
C -1.4616 -0.9296 -3.7655
C -1.9082 -2.3584 -4.0741
H -2.2256 1.4882 -5.8079
H -2.4207 0.6298 -7.3396
H -3.0694 -0.0713 -5.8619
H -0.1444 0.3580 -6.6096
H -0.9523 -1.2030 -6.5415
H 1.1578 -0.6058 -3.4402
H 1.5165 0.0083 -5.0236
H 0.9061 -2.8872 -4.2871
H 2.3671 -2.2041 -4.9785
H 0.9193 -2.3327 -5.9718
H -2.3555 -0.2971 -3.7256
H -1.0668 -0.8967 -2.7447
H -2.1584 -2.5007 -5.1292
H -2.8006 -2.5935 -3.4967
H -1.1522 -3.0901 -3.7931
```

Summary:
- Charge: -1
- HOMO level: -3.818 eV
- Multiplicity: 1
- E_LUMO: 2.3 eV
- E_tot: -1214.83826 a.u.